Record 1
The following is a quantum chemistry calculation of a cluster of 2 separate species, C3H3FIO3 in total in a non-equilibrium geometry, from the OMol25 dataset.

Each line ends with the Löwdin charge.
Positions of all 11 atoms, in Å:
I1 0.2844 2.1815 -2.9846  -0.622
C1 0.1412 0.7152 0.4671  -0.107
C2 0.6596 -0.4199 -0.4137  -0.328
O1 -0.3084 -1.4008 -0.1808  0.108
C3 -1.2068 -1.0422 0.8063  -0.544
O2 -2.1233 -1.7031 1.2015  0.143
O3 -0.8930 0.1622 1.2536  0.081
F1 1.8053 -0.8103 0.2412  0.010
H1 -0.2329 1.5883 -0.0671  0.050
H2 0.9351 1.0390 1.1378  0.133
H3 0.9389 -0.3096 -1.4614  0.076

Atomic forces in eV per Å
I 0.02 0.03 -0.03
C 0.47 1.64 -0.63
C -0.36 0.25 1.61
O -0.91 -0.87 -0.29
C 0.11 -0.40 -0.30
O 0.73 0.07 -0.45
O -0.37 0.05 0.29
F 0.99 -0.84 0.04
H -0.04 -0.22 -0.25
H 0.04 -0.04 -0.09
H -0.68 0.35 0.10

Properties
E_HOMO (eV): -3.997
Gap between HOMO and LUMO (eV): 7.4
Total charge: -1

Record 2
The following is a quantum chemistry calculation of a structure of composition C16H21CoN8O5 in a non-equilibrium geometry, from the OMol25 dataset.

Each line ends with the Löwdin charge.
Positions of all 51 atoms, in Å:
Co1 0.2001 0.1595 -0.1815  0.741
O1 -1.3531 -0.9259 0.7725  -0.124
C1 -1.1161 -2.2809 1.1448  -0.183
C2 -0.1648 -3.0074 0.1818  -0.131
N1 0.8159 -2.0682 -0.3612  -0.208
C3 0.8703 -2.1566 -1.8308  -0.087
C4 -0.4905 -1.6684 -2.3618  -0.647
O2 -1.1334 -2.3685 -3.1351  0.028
O3 -0.8399 -0.5419 -1.8588  -0.099
C5 2.1479 -2.1625 0.2198  -0.095
C6 2.9314 -0.8505 -0.0420  -0.668
O4 4.1439 -0.8652 0.1195  0.025
O5 2.2031 0.1585 -0.3369  -0.105
H1 -1.7428 -0.8982 -0.1202  0.091
H2 -0.6965 -2.2391 2.1500  0.089
H3 -2.0565 -2.8380 1.1944  0.128
H4 0.3178 -3.8332 0.7142  0.128
H5 -0.7441 -3.4339 -0.6385  0.124
H6 1.6417 -1.4795 -2.1981  0.130
H7 1.0867 -3.1741 -2.1710  0.130
H8 2.0715 -2.2827 1.3044  0.118
H9 2.7205 -3.0099 -0.1735  0.129
C7 0.2598 -0.2523 3.1298  -0.189
N2 0.5133 0.0983 4.5273  -0.082
C8 -0.1978 1.3472 4.8163  -0.177
N3 0.2259 2.4370 3.9393  -0.086
C9 -0.0163 2.0392 2.5524  -0.180
N4 0.7010 0.7962 2.1961  -0.096
C10 2.1459 1.0268 2.4229  -0.154
N5 2.4218 1.4188 3.8067  -0.083
C11 1.9497 0.3513 4.6855  -0.175
C12 1.6671 2.6339 4.1097  -0.175
H10 -0.8112 -0.4120 2.9915  0.115
H11 0.7989 -1.1756 2.9031  0.112
H12 -0.0038 1.6300 5.8536  0.121
H13 -1.2700 1.1833 4.6869  0.126
H14 0.3176 2.8387 1.8925  0.122
H15 -1.0858 1.8850 2.4064  0.125
H16 2.4942 1.8002 1.7402  0.137
H17 2.6978 0.1126 2.2114  0.113
H18 2.1422 0.6307 5.7242  0.121
H19 2.5008 -0.5636 4.4559  0.126
H20 1.9955 3.4303 3.4393  0.127
H21 1.8657 2.9330 5.1418  0.121
N6 -0.7709 1.8440 -0.2355  0.133
C13 -1.3668 2.7644 -0.6116  -0.128
C14 -2.0641 3.8877 -1.0036  -0.284
C15 -1.3562 5.0552 -1.3700  -0.259
N7 -0.7900 6.0166 -1.6678  0.107
C16 -3.4758 3.9012 -1.0323  -0.259
N8 -4.6296 3.9333 -1.0599  0.106

Atomic forces in eV per Å
Co 1.11 -1.00 -0.11
O -0.54 -0.25 0.29
C 0.04 -0.40 0.06
C -0.16 0.34 0.11
N 0.31 -0.14 -0.20
C -0.25 0.02 -0.03
C 0.13 -0.50 -0.19
O 0.13 0.22 0.09
O -0.14 0.29 0.28
C 0.07 0.30 -0.17
C -0.06 -0.23 0.28
O -0.08 -0.01 -0.08
O 0.01 0.35 -0.07
H -0.31 -0.19 -0.19
H -0.13 -0.12 -0.22
H -0.03 0.13 0.05
H -0.01 -0.04 -0.06
H 0.03 0.00 -0.03
H 0.06 -0.01 0.06
H -0.05 -0.02 0.01
H -0.02 0.00 0.00
H 0.01 -0.01 0.03
C 0.08 0.22 0.21
N -0.01 -0.07 0.04
C 0.04 0.03 -0.04
N -0.01 0.03 0.01
C -0.01 0.04 0.13
N 0.04 -0.04 -0.11
C 0.01 0.03 0.14
N 0.05 0.00 0.01
C -0.01 0.05 -0.03
C -0.05 -0.04 -0.01
H 0.09 0.09 0.06
H 0.05 0.08 0.01
H -0.02 -0.01 0.00
H 0.00 0.00 0.01
H -0.03 -0.03 -0.03
H 0.02 -0.01 -0.05
H -0.01 -0.03 -0.03
H 0.00 0.01 -0.04
H 0.01 -0.02 -0.01
H -0.01 0.00 0.01
H 0.00 0.01 0.02
H 0.01 0.00 -0.01
N -0.37 0.94 -0.31
C 0.10 -0.24 0.20
C -0.08 0.29 -0.10
C 0.11 0.10 -0.03
N 0.00 -0.03 0.02
C -0.15 -0.10 0.00
N 0.01 -0.02 0.03

Properties
E_HOMO (alpha / beta) (eV): -5.545 / -5.507
Gap between HOMO and LUMO (alpha / beta) (eV): 7.9 / 7.8
Total charge: -1
⟨S²⟩: 3.7565
2S+1: 4

Record 3
The following is a quantum chemistry calculation of the ion C4H9N2 with charge +1 in a non-equilibrium geometry, from the OMol25 dataset.

Each line ends with the Löwdin charge.
Positions of all 15 atoms, in Å:
C1 2.1585 0.6048 -0.2298  0.121
C2 -1.0480 1.1376 0.4617  0.030
C3 -0.9610 -1.5418 -0.0314  -0.010
C4 -0.5135 -0.1842 -0.3636  -0.303
N1 1.7858 -0.5578 0.6140  0.283
N2 0.8802 -0.0673 -0.0699  -0.119
H1 2.4621 1.5820 0.1533  0.148
H2 2.5254 0.3260 -1.1913  0.131
H3 -1.0505 0.8226 1.5696  0.117
H4 -0.2489 1.8717 0.3242  0.072
H5 -2.0660 1.4364 0.2600  0.081
H6 -1.0190 -1.8432 1.0126  0.119
H7 -0.4182 -2.2100 -0.6614  0.102
H8 -1.8822 -1.4603 -0.4499  0.070
H9 -0.6046 0.0833 -1.3981  0.159

Atomic forces in eV per Å
C 0.93 -0.29 -0.47
C 0.59 -2.40 1.78
C 1.13 -0.06 0.40
C 0.26 3.44 1.43
N 3.28 -0.35 2.68
N -2.68 0.37 -1.48
H -0.11 -0.56 0.69
H 0.26 0.33 -0.97
H 0.16 0.51 -1.56
H -0.79 0.32 -0.09
H -0.01 0.20 -0.61
H 0.28 0.26 -0.04
H 0.39 -0.92 -0.10
H -3.34 -0.69 -0.84
H -0.35 -0.17 -0.82

Properties
E_HOMO (alpha / beta) (eV): -13.651 / -16.535
Gap between HOMO and LUMO (alpha / beta) (eV): 10.6 / 6.9
Total charge: +1
⟨S²⟩: 2.0067
2S+1: 3

Record 4
The following is a quantum chemistry calculation of an isolated molecule of C3H5N3 in a non-equilibrium geometry, from the OMol25 dataset.

Each line ends with the Löwdin charge.
Positions of all 11 atoms, in Å:
N1 -1.4988 -0.6599 0.1430  0.030
N2 -0.1606 -0.3416 0.1107  -0.154
C1 0.4271 0.9152 0.1344  -0.115
C2 1.7851 0.8837 0.0730  -0.153
N3 2.2617 -0.4355 0.0065  0.022
C3 1.3198 -1.2410 -0.0752  -0.049
H1 -1.6319 -1.6095 0.6957  0.146
H2 -1.8221 -0.8015 -0.7401  0.029
H3 -0.3210 1.7250 0.1221  0.120
H4 2.4378 1.6072 0.2643  0.042
H5 1.2780 -2.2966 -0.1874  0.081

Atomic forces in eV per Å
N 0.45 -1.97 4.30
N 6.18 -1.11 -0.67
C -2.43 -0.63 -0.01
C -2.50 -3.27 -0.08
N 0.22 1.06 -0.22
C -4.38 1.41 0.48
H 0.41 2.75 -1.39
H -1.15 -0.58 -3.13
H 0.96 -0.12 0.30
H 2.38 3.03 0.34
H -0.14 -0.57 0.10

Properties
E_HOMO (eV): -8.217
Gap between HOMO and LUMO (eV): 9.1